[1]
This record from the Open Molecules 2025 dataset describes the molecule C23H31N3O3S. The level of theory is ωB97M-V with the def2-TZVPD basis set.

The value obtained for the largest force on an atom is 0.9 eV/A. Its gap between HOMO and LUMO is 8.51 eV. The value obtained for the calculated total energy is -1683.2490 hartree. Its multiplicity is 1. As for the HOMO energy: -7.7361 eV. As for the SMILES: CCOC(=O)c1c(NC(=O)[C@@H](NCCN(C)C)c2ccccc2)sc2c1CCCC2.

```
61
Properties=species:S:1:pos:R:3:nbo_charge:R:1
C 3.2282 4.4094 1.0841 -0.634
C 3.0981 3.8066 -0.3080 -0.073
H 2.1151 4.0422 -0.7296 0.198
H 3.8853 4.1731 -0.9705 0.188
O 3.2660 2.3921 -0.2838 -0.506
C 2.1906 1.6600 0.0439 0.797
O 1.1048 2.1633 0.2833 -0.656
C 2.4395 0.2276 0.0604 -0.282
C 1.4031 -0.6538 0.3213 0.077
N 0.1118 -0.3122 0.6045 -0.636
C -0.8454 -1.2429 0.8373 0.683
O -0.6096 -2.4350 0.8065 -0.600
C -2.2179 -0.6508 1.1497 -0.149
N -2.2160 0.7763 0.8729 -0.648
H -2.2308 0.9344 -0.1342 0.388
C -3.3519 1.4976 1.4191 -0.220
H -3.1628 1.7079 2.4772 0.197
H -4.2858 0.9178 1.3520 0.173
C -3.4911 2.8102 0.6494 -0.227
N -3.6058 2.5530 -0.7786 -0.454
C -4.9278 2.0988 -1.1575 -0.417
H -4.9329 1.8723 -2.2229 0.202
H -5.1752 1.1866 -0.6179 0.206
H -5.7069 2.8508 -0.9547 0.164
C -3.1972 3.6952 -1.5693 -0.405
H -3.8324 4.5794 -1.4046 0.162
H -3.2438 3.4295 -2.6248 0.199
H -2.1682 3.9510 -1.3214 0.204
H -2.5795 3.3887 0.8112 0.208
H -4.3463 3.3866 1.0397 0.174
C -3.2896 -1.4022 0.3886 -0.037
C -3.2524 -1.4176 -1.0007 -0.157
C -4.2531 -2.0435 -1.7204 -0.221
C -5.3046 -2.6568 -1.0596 -0.215
C -5.3467 -2.6468 0.3235 -0.206
C -4.3432 -2.0220 1.0444 -0.204
H -4.3776 -2.0192 2.1249 0.210
H -6.1631 -3.1260 0.8440 0.213
H -6.0877 -3.1436 -1.6220 0.214
H -4.2131 -2.0536 -2.7998 0.213
H -2.4322 -0.9414 -1.5200 0.202
H -2.3762 -0.7856 2.2284 0.222
H -0.1098 0.6874 0.6562 0.483
S 1.8817 -2.3033 0.2549 0.506
C 3.5165 -1.8162 -0.1232 -0.215
C 3.6682 -0.4696 -0.1852 -0.013
C 4.9896 0.1643 -0.4915 -0.419
C 6.1273 -0.8478 -0.3610 -0.391
C 5.7702 -2.1541 -1.0635 -0.386
C 4.5963 -2.8193 -0.3455 -0.432
H 4.9302 -3.2181 0.6182 0.209
H 4.2113 -3.6593 -0.9275 0.217
H 5.4922 -1.9429 -2.0978 0.198
H 6.6284 -2.8281 -1.0730 0.208
H 6.3118 -1.0523 0.6957 0.196
H 7.0398 -0.4266 -0.7866 0.207
H 4.9601 0.5656 -1.5088 0.211
H 5.1578 1.0074 0.1794 0.226
H 2.4317 4.0367 1.7235 0.224
H 3.1541 5.4915 1.0225 0.214
H 4.1872 4.1424 1.5218 0.209
```

[2]
This record from the Open Molecules 2025 dataset describes the molecule C3H5NO2 at a distorted geometry. The level of theory is ωB97M-V with the def2-TZVPD basis set.

The value obtained for the largest force on an atom is 1.0 eV/A. Its gap between HOMO and LUMO is 10.86 eV. The value obtained for the calculated total energy is -322.5318 hartree. Its multiplicity is 1. As for the HOMO energy: -10.0120 eV. As for the SMILES: O=CCNC=O.

```
11
Properties=species:S:1:pos:R:3:nbo_charge:R:1
O 1.8231 -1.3184 -0.3889 -0.522
C 1.6570 -0.4181 0.3989 0.436
C 0.4516 0.4769 0.3651 -0.343
N -0.4837 0.0637 -0.6280 -0.646
C -1.8222 -0.0788 -0.3710 0.542
O -2.3398 -0.2409 0.7117 -0.578
H 2.4083 -0.1727 1.1723 0.118
H -0.0452 0.5117 1.3382 0.253
H 0.8054 1.5003 0.1460 0.216
H -0.1147 -0.4358 -1.4258 0.416
H -2.3397 0.1122 -1.3184 0.110
```

[3]
This record from the Open Molecules 2025 dataset describes a cluster of 10 separate species, C4H28O11 in total at a distorted geometry. The level of theory is ωB97M-V with the def2-TZVPD basis set.

The value obtained for the largest force on an atom is 7.4 eV/A. Its gap between HOMO and LUMO is 10.24 eV. The value obtained for the calculated total energy is -996.7637 hartree. Its multiplicity is 1. As for the HOMO energy: -10.0017 eV. As for the SMILES: C[C@H](O)CCO.O.O.O.O.O.O.O.O.O.

```
43
Properties=species:S:1:pos:R:3:nbo_charge:R:1
C 0.5741 -2.2807 1.0877 -0.072
O -0.7554 -2.5467 1.4482 -0.762
C 1.0040 -0.8604 1.3437 -0.498
C 2.3464 -0.6677 0.5901 0.090
C 2.8091 0.7135 1.1151 -0.621
O 2.1908 -0.5470 -0.8251 -0.818
H 0.8497 -2.6635 0.0704 0.177
H 1.1071 -2.9599 1.8521 0.175
H -1.3568 -2.3503 0.6155 0.492
H 1.0969 -0.7340 2.4908 0.214
H 0.2859 0.0565 1.1663 0.248
H 3.1701 -1.4182 0.8552 0.184
H 3.6166 1.1218 0.5857 0.210
H 3.2698 0.4906 2.1323 0.219
H 1.9753 1.4838 1.1005 0.178
H 2.0644 0.5101 -1.0569 0.503
H -0.5952 0.9016 -3.4217 0.473
H -1.1490 -0.4662 -3.1605 0.474
O -1.3181 0.3213 -3.6220 -0.943
H -2.4823 0.3646 -2.0718 0.454
H -3.3406 0.5697 -0.8744 0.480
O -3.3136 0.3422 -1.8208 -0.967
H -1.4424 -1.9098 -1.6602 0.505
H -3.0696 -1.9670 -1.7465 0.515
O -2.2624 -2.1887 -1.2401 -1.016
H 0.4191 -0.6540 -1.5791 0.511
H 0.9728 -1.9217 -2.2379 0.507
O 0.1689 -1.4338 -2.1505 -0.996
H 1.1580 2.9555 0.9946 0.514
H 0.7874 4.0990 -0.1306 0.484
O 1.5221 3.6707 0.2778 -0.974
H -1.0056 1.9195 1.8884 0.500
H -1.4609 1.6222 0.4246 0.516
O -0.8033 2.2282 0.9666 -1.012
H -3.1761 -0.1743 1.3186 0.495
H -2.5241 -0.8903 0.2084 0.504
O -2.5565 0.0244 0.5772 -0.987
H 1.3837 2.3915 -1.0726 0.514
H 2.3468 2.1138 -2.2081 0.484
O 1.5675 1.7924 -1.8462 -0.949
H -1.2611 -0.1374 3.9169 0.465
H -1.3327 -0.9016 2.6615 0.498
O -1.4810 -0.0199 3.0370 -0.969
```

[4]
This record from the Open Molecules 2025 dataset describes a structure of composition C30H40Cl2N5OP3Tc at a distorted geometry. The level of theory is ωB97M-V with the def2-TZVPD basis set.

The value obtained for the largest force on an atom is 5.5 eV/A. Its gap between HOMO and LUMO (spin up / spin down) is 6.73 / 6.86 eV. The value obtained for the calculated total energy is -3540.7915 hartree. Its multiplicity is 4. As for the HOMO energy (spin up / spin down): -12.2426 / -13.7894 eV. As for the total charge: +2.

```
82
Properties=species:S:1:pos:R:3:mulliken_spin:R:1
P 1.2454 1.4809 -4.5479 0.249
C 2.9991 1.7003 -4.8188 0.057
C 3.6201 1.1615 -5.9575 0.020
H 3.0401 0.5226 -6.6299 0.003
C 4.9581 1.4548 -6.2326 -0.008
H 5.4208 1.0355 -7.1258 0.000
C 5.6797 2.2809 -5.3732 0.017
H 6.7141 2.5228 -5.5999 0.001
C 5.0809 2.7977 -4.2193 -0.001
H 5.6464 3.4382 -3.5429 0.000
C 3.7481 2.4961 -3.9296 0.031
H 3.2661 2.8731 -3.0177 0.002
C 0.6559 0.1427 -5.5716 0.045
C 1.2351 -1.1367 -5.4076 0.031
H 2.1656 -1.2499 -4.8479 0.004
C 0.6072 -2.2642 -5.9388 -0.019
H 1.0385 -3.2594 -5.7682 0.000
C -0.5617 -2.1153 -6.6912 0.023
H -1.0548 -2.9948 -7.1032 0.001
C -1.0954 -0.8459 -6.9305 -0.009
H -1.9936 -0.7264 -7.5420 0.000
C -0.4876 0.2852 -6.3805 0.020
H -0.8894 1.2774 -6.5858 0.000
C 0.3446 2.9811 -4.8570 0.024
C 0.5894 3.6750 -6.0547 0.010
H 1.3664 3.3067 -6.7316 0.002
C -0.1620 4.8077 -6.3722 0.004
H 0.0239 5.3180 -7.3174 0.000
C -1.1279 5.2708 -5.4791 0.001
H -1.7094 6.1517 -5.7298 0.000
C -1.3369 4.6281 -4.2555 0.002
H -2.0694 5.0109 -3.5421 0.000
C -0.5949 3.4840 -3.9335 0.022
H -0.7156 2.9909 -2.9612 -0.012
Tc 0.0900 0.2605 -0.6537 2.293
C -1.8898 -0.5447 -0.8304 -0.075
C -2.3656 -0.9383 -2.0281 0.077
H -2.4924 -0.7118 0.0730 -0.020
C -1.5741 -0.3940 -3.2027 -0.026
O -2.3260 0.7775 -3.6495 0.037
H -1.8217 1.2848 -4.3094 -0.006
C -0.2698 -0.0644 -2.6160 0.232
H -1.4371 -1.1409 -4.0062 0.023
C 0.7793 0.7600 -2.4294 -0.149
Cl -0.4178 -0.5001 1.6268 0.056
Cl 2.1854 1.2700 0.2230 0.078
P 1.3349 -1.7710 -0.5315 -0.047
C 2.2363 -2.1490 1.0103 -0.001
H 1.5099 -2.3376 1.8080 0.000
H 2.8348 -1.2762 1.2807 0.003
H 2.8809 -3.0195 0.8486 -0.001
C 0.3073 -3.2589 -0.7700 0.000
H -0.2167 -3.1947 -1.7301 0.002
H -0.4358 -3.3069 0.0336 0.002
H 0.9357 -4.1567 -0.7545 -0.002
C 2.6520 -1.9701 -1.7722 0.023
H 3.2763 -1.0684 -1.7767 -0.001
H 2.2232 -2.1167 -2.7680 -0.003
H 3.2669 -2.8360 -1.5020 -0.001
P -3.9584 -1.7908 -2.2731 0.002
C -4.3417 -2.7632 -0.8363 0.001
C -3.7605 -2.8300 -3.7171 0.002
H -4.3399 -2.1397 0.0639 0.000
H -3.6128 -3.5773 -0.7280 0.000
H -5.3401 -3.1874 -0.9875 0.000
H -3.3927 -2.2444 -4.5695 0.000
H -4.7427 -3.2481 -3.9522 0.000
H -3.0581 -3.6426 -3.4883 0.000
C -5.1561 -0.5055 -2.5855 0.003
H -5.4556 -0.0551 -1.6293 0.000
H -6.0224 -0.9593 -3.0755 0.001
H -4.6878 0.2506 -3.2259 0.000
H 1.8322 0.7982 -2.1496 -0.055
N -3.9190 3.1314 1.3801 0.005
N -2.6829 2.8861 0.8064 0.012
N -1.7715 3.8490 0.6516 -0.008
C -0.7899 3.1742 0.0409 0.034
N -1.1290 1.8912 -0.1729 -0.034
N -2.3855 1.7086 0.3082 0.021
H -4.2699 2.2779 1.8233 0.000
H -3.8483 3.9240 1.9993 0.000
H 0.1762 3.6042 -0.2109 -0.002
```